## i
This record from OMol25 describes one molecule with the formula C2H6O. The level of theory is ωB97M-V/def2-TZVPD.

```
! wB97M-V def2-TZVPD RIJCOSX def2/J DEFGRID3
* xyz 0 1
C 0.069 -0.425 0.877
C 0.155 -0.016 -0.590
O -0.980 0.752 -0.958
H -0.646 -1.242 1.019
H 1.044 -0.755 1.248
H -0.266 0.423 1.484
H 0.173 -0.897 -1.246
H 1.085 0.540 -0.780
H -0.694 1.662 -1.083
*
```

Frontier orbital gap ... 0.4178 Eh
E_LUMO ... 1.03 eV
SMILES ... CCO

natural (NBO) atomic charge list, values in e, 6 entries:
1 C -0.632
2 C -0.063
3 O -0.725
4 H 0.210
5 H 0.207
6 H 0.211

## ii
This record from OMol25 describes a 2-piece molecular cluster, C2H6O overall. The level of theory is ωB97M-V/def2-TZVPD.

```
! wB97M-V def2-TZVPD RIJCOSX def2/J DEFGRID3
* xyz 0 1
C 1.027 -0.685 -0.087
C 1.202 0.624 -0.018
H 1.186 -1.306 0.800
H 0.472 -1.126 -0.901
H 1.550 1.070 0.963
H 0.722 1.305 -0.854
O -1.777 -0.045 -0.018
H -1.763 0.929 -0.063
H -1.320 -0.151 0.827
*
```

Frontier orbital gap ... 0.4056 Eh
E_LUMO ... 0.99 eV
SMILES ... C=C.O

natural (NBO) atomic charge list, values in e, 6 entries:
1 C -0.389
2 C -0.415
3 H 0.191
4 H 0.209
5 H 0.199
6 H 0.202

What should be chosen as the least stable of them? Choose ii.